(1)
{"formula": "C22H35B2N8RuS2Te", "method": "ωB97M-V/def2-TZVPD", "elements": ["Ru", "C", "N", "C", "C", "N", "B", "N", "C", "C", "N", "C", "C", "S", "C", "S", "H", "H", "H", "H", "H", "H", "H", "H", "H", "H", "H", "H", "B", "N", "C", "C", "C", "N", "N", "C", "C", "C", "N", "H", "H", "H", "H", "H", "H", "H", "H", "C", "C", "C", "C", "C", "C", "H", "H", "H", "H", "H", "H", "H", "H", "H", "C", "Te", "C", "H", "H", "H", "H", "H", "H"], "xyz": [[-0.31, -0.13, -0.49], [-4.00, -1.91, -1.08], [-3.96, -1.26, 0.21], [-4.98, -0.53, 0.78], [-4.54, -0.15, 2.00], [-3.27, -0.64, 2.17], [-2.45, -0.51, 3.49], [-1.33, 0.59, 3.34], [-0.47, 0.83, 4.39], [0.41, 1.78, 4.02], [0.09, 2.13, 2.73], [0.84, 3.04, 1.88], [-0.95, 1.38, 2.32], [-1.65, 1.57, 0.74], [-2.91, -1.30, 1.07], [-1.40, -2.07, 0.74], [-5.04, -1.98, -1.41], [-3.58, -2.91, -1.00], [-3.42, -1.36, -1.82], [-5.91, -0.35, 0.27], [-5.02, 0.44, 2.76], [-1.89, -1.54, 3.73], [-3.23, -0.16, 4.35], [-0.57, 0.29, 5.32], [1.22, 2.24, 4.56], [1.71, 3.40, 2.44], [0.22, 3.88, 1.58], [1.17, 2.52, 0.99], [1.02, 2.25, -2.75], [1.87, 0.96, -2.74], [3.09, 0.80, -3.26], [3.65, -0.36, -2.75], [2.66, -0.86, -1.90], [1.59, -0.06, -1.91], [-0.47, 1.87, -3.02], [-1.30, 2.41, -3.92], [-2.59, 2.02, -3.63], [-2.45, 1.23, -2.48], [-1.17, 1.14, -2.14], [1.41, 2.97, -3.63], [1.07, 2.74, -1.64], [3.49, 1.53, -3.95], [4.61, -0.78, -2.96], [2.68, -1.74, -1.27], [-0.92, 3.04, -4.71], [-3.50, 2.29, -4.13], [-3.21, 0.75, -1.89], [3.91, 0.87, 2.80], [3.38, -0.50, 2.38], [4.44, -1.23, 1.55], [3.03, -1.33, 3.63], [2.17, -0.33, 1.55], [1.21, -0.17, 0.82], [4.82, 0.76, 3.41], [3.17, 1.40, 3.40], [4.15, 1.48, 1.93], [5.36, -1.37, 2.13], [4.68, -0.65, 0.65], [4.08, -2.20, 1.23], [3.92, -1.44, 4.26], [2.68, -2.32, 3.34], [2.25, -0.84, 4.20], [-1.81, -3.56, -2.90], [-0.20, -2.22, -2.49], [-0.32, -1.23, -4.37], [-2.71, -3.04, -3.22], [-2.01, -4.12, -1.99], [-1.48, -4.23, -3.69], [-0.55, -1.98, -5.12], [0.65, -0.78, -4.56], [-1.09, -0.46, -4.34]], "mulliken_spin": [1.0664, 0.0017, 0.0028, 0.0019, 0.0034, -0.0052, 0.0047, -0.0025, 0.0019, -0.0033, 0.0003, -0.0015, 0.0111, -0.0019, 0.0089, -0.0480, 0.0001, -0.0012, 0.0034, 0.0001, -0.0001, -0.0001, -0.0002, 0.0001, -0.0001, 0.0000, -0.0015, 0.0021, -0.0233, 0.0141, -0.0018, 0.0010, -0.0100, 0.0330, -0.0033, -0.0003, 0.0028, 0.0022, -0.0353, 0.0000, 0.0047, 0.0006, -0.0002, 0.0012, 0.0003, 0.0000, -0.0052, 0.0010, -0.0067, 0.0006, 0.0006, 0.0065, -0.0454, 0.0003, -0.0010, -0.0004, 0.0004, -0.0005, 0.0001, 0.0002, -0.0005, -0.0003, 0.0021, 0.0173, 0.0007, -0.0002, 0.0000, 0.0013, 0.0004, -0.0004, 0.0001], "e_above_lowest_kcal_mol": 45.0, "energy_ha": -2506.3721, "homo_ev": [-7.4, -7.4], "lumo_energy_ev": [-0.74, -0.30], "multiplicity": 2, "gap_ha": [0.247, 0.261]}

(2)
{"formula": "C31H86O17", "method": "ωB97M-V/def2-TZVPD", "elements": ["C", "C", "C", "O", "H", "H", "H", "H", "H", "H", "H", "H", "C", "C", "C", "O", "H", "H", "H", "H", "H", "H", "H", "H", "C", "C", "C", "O", "H", "H", "H", "H", "H", "H", "H", "H", "C", "C", "C", "O", "H", "H", "H", "H", "H", "H", "H", "H", "C", "C", "C", "O", "H", "H", "H", "H", "H", "H", "H", "H", "C", "C", "C", "O", "H", "H", "H", "H", "H", "H", "H", "H", "C", "C", "C", "O", "H", "H", "H", "H", "H", "H", "H", "H", "C", "C", "O", "O", "H", "H", "H", "H", "H", "H", "C", "C", "O", "O", "H", "H", "H", "H", "H", "H", "C", "C", "O", "O", "H", "H", "H", "H", "H", "H", "C", "C", "O", "O", "H", "H", "H", "H", "H", "H", "C", "C", "O", "O", "H", "H", "H", "H", "H", "H"], "xyz": [[4.85, 1.92, 2.36], [3.80, 3.02, 2.26], [4.24, 4.22, 1.43], [2.64, 2.41, 1.64], [5.76, 2.30, 2.83], [5.09, 1.51, 1.38], [4.42, 1.07, 2.89], [3.44, 3.40, 3.22], [4.53, 3.96, 0.42], [5.01, 4.72, 2.02], [3.41, 4.92, 1.33], [2.23, 1.92, 2.38], [-3.95, 2.93, 2.17], [-5.22, 3.10, 3.00], [-4.99, 3.80, 4.30], [-6.18, 3.92, 2.29], [-3.56, 3.83, 1.68], [-3.94, 2.10, 1.46], [-3.13, 2.67, 2.86], [-5.72, 2.13, 3.03], [-5.85, 3.81, 4.97], [-4.66, 4.83, 4.18], [-4.18, 3.29, 4.83], [-6.04, 3.84, 1.34], [-3.24, -0.78, -3.63], [-2.53, 0.51, -3.29], [-2.50, 1.51, -4.43], [-3.20, 1.16, -2.19], [-2.56, -1.28, -4.31], [-4.23, -0.64, -4.08], [-3.39, -1.34, -2.70], [-1.53, 0.29, -2.89], [-2.13, 1.12, -5.38], [-1.94, 2.42, -4.20], [-3.50, 1.88, -4.66], [-2.60, 1.83, -1.82], [0.48, -6.30, -4.38], [0.54, -4.93, -3.69], [1.36, -5.01, -2.41], [1.23, -4.03, -4.59], [0.64, -7.12, -3.69], [1.29, -6.37, -5.11], [-0.43, -6.41, -4.97], [-0.44, -4.44, -3.64], [1.26, -4.05, -1.91], [2.41, -5.15, -2.66], [0.88, -5.72, -1.73], [1.68, -3.34, -4.07], [-0.15, 2.41, 5.88], [-0.04, 3.20, 4.56], [0.71, 4.49, 4.80], [0.70, 2.39, 3.66], [-0.42, 2.97, 6.78], [0.69, 1.77, 6.11], [-0.98, 1.71, 5.74], [-0.99, 3.47, 4.09], [0.15, 5.02, 5.57], [0.82, 5.09, 3.89], [1.73, 4.41, 5.17], [0.28, 1.57, 3.36], [-0.10, -1.76, 0.26], [-0.17, -0.30, 0.75], [-1.60, 0.13, 0.87], [0.51, -0.17, 2.01], [0.52, -2.40, 0.88], [0.16, -1.91, -0.79], [-1.11, -2.18, 0.31], [0.42, 0.30, 0.05], [-2.24, -0.52, 1.46], [-2.01, 0.14, -0.14], [-1.65, 1.18, 1.18], [1.46, -0.14, 1.87], [0.39, -6.60, 1.26], [0.39, -5.19, 1.78], [-0.46, -4.99, 3.03], [1.76, -4.79, 2.08], [0.52, -7.37, 2.02], [1.13, -6.75, 0.47], [-0.54, -6.86, 0.74], [0.11, -4.49, 0.98], [-0.03, -5.44, 3.92], [-1.46, -5.41, 2.90], [-0.56, -3.92, 3.23], [1.72, -4.50, 2.99], [1.17, 1.24, -3.77], [2.06, 2.08, -2.89], [1.88, 3.48, -2.98], [1.70, 1.35, -5.12], [0.17, 1.67, -3.78], [1.26, 0.17, -3.55], [3.08, 1.86, -3.22], [2.10, 1.79, -1.84], [1.94, 3.69, -3.92], [1.10, 0.87, -5.70], [3.69, -1.33, 0.16], [3.88, -2.82, -0.09], [4.14, -3.57, 1.06], [2.82, -0.74, -0.79], [4.66, -0.82, 0.22], [3.30, -1.20, 1.18], [4.67, -3.02, -0.82], [3.01, -3.17, -0.66], [3.29, -3.76, 1.50], [3.14, 0.11, -1.10], [-5.64, -1.11, 1.58], [-5.66, -0.35, 0.25], [-4.78, -1.06, -0.61], [-6.58, -2.21, 1.52], [-5.90, -0.54, 2.48], [-4.66, -1.54, 1.75], [-5.17, 0.62, 0.42], [-6.65, -0.25, -0.20], [-4.57, -0.52, -1.38], [-7.44, -1.80, 1.65], [-1.26, 3.41, -0.59], [-0.33, 3.60, 0.57], [0.86, 4.27, 0.18], [-0.63, 2.62, -1.62], [-1.51, 4.38, -1.03], [-2.15, 2.85, -0.34], [0.06, 2.62, 0.87], [-0.78, 4.02, 1.47], [1.59, 3.96, 0.74], [0.17, 3.12, -1.85], [4.20, -0.20, -4.11], [3.75, -1.65, -3.92], [2.50, -1.83, -3.28], [4.48, 0.40, -2.85], [3.45, 0.34, -4.68], [5.09, -0.37, -4.73], [4.48, -2.34, -3.47], [3.66, -2.10, -4.91], [2.53, -1.55, -2.35], [4.62, 1.34, -2.95]], "mulliken_charge": [-1.2128, 0.7117, -1.5214, 0.5105, 0.4278, 0.1290, 0.3713, 0.1085, 0.2737, 0.4445, 0.4102, -0.2012, -0.3450, 0.9564, -1.3774, -0.5977, 0.4581, -0.3948, -0.0286, -0.0062, 0.3858, 0.3275, 0.2914, 0.3008, -1.7217, 1.8072, -1.5196, -0.5687, 0.4845, 0.3211, 0.4341, -0.3524, 0.3543, 0.3029, 0.3837, 0.0331, -1.4190, 0.7802, -0.6151, -0.6317, 0.3547, 0.3266, 0.3436, 0.1536, -0.3775, 0.3622, 0.2954, 0.2843, -1.4371, 1.1383, -1.6667, -0.2150, 0.4290, 0.2737, 0.3540, -0.1169, 0.4554, 0.3459, 0.3237, 0.0364, -1.0487, 2.1918, -0.7234, -0.8342, -0.2022, 0.0713, 0.5736, -0.5695, 0.5893, 0.2704, -0.6402, 0.1727, -1.6398, 1.4656, -1.5452, -0.6045, 0.3687, 0.3646, 0.3840, -0.3631, 0.4073, 0.4140, 0.3672, 0.3316, 0.4140, -0.6007, -0.5018, -0.6595, -0.0967, 0.0621, 0.3909, -0.0808, 0.3750, 0.3409, 0.0418, -0.0687, -0.6185, 0.0274, 0.3513, -0.0284, 0.2954, -0.2420, 0.4292, -0.1927, -0.4954, 0.3563, -0.5501, -0.5600, 0.3142, 0.1560, -0.2499, 0.4198, 0.1460, 0.3263, 0.1351, 0.4696, -0.7086, -0.2895, 0.3923, -0.1956, -0.3346, 0.2253, 0.1837, 0.0949, -0.3562, -0.8001, 0.1789, -0.5159, 0.3184, 0.3779, 0.5265, 0.4157, -0.0045, 0.4264], "smiles": "CC(C)O.CC(C)O.CC(C)O.CC(C)O.CC(C)O.CC(C)O.CC(C)O.OCCO.OCCO.OCCO.OCCO.OCCO", "e_above_lowest_kcal_mol": 43.8, "energy_ha": -2511.6585, "homo_ev": -9.6, "lumo_energy_ev": 0.42, "gap_ha": 0.368}

(3)
{"formula": "C21H16BCsF8N6SSb", "method": "ωB97M-V/def2-TZVPD", "elements": ["Cs", "N", "C", "N", "C", "N", "N", "C", "C", "C", "C", "C", "C", "N", "C", "C", "C", "C", "C", "C", "H", "H", "H", "H", "H", "H", "H", "H", "H", "H", "H", "F", "Sb", "F", "F", "F", "F", "F", "F", "B", "F", "S", "C", "N", "C", "C", "C", "C", "C", "C", "H", "H", "H", "H", "H"], "xyz": [[1.32, -0.39, 0.05], [-0.36, 4.11, -2.24], [0.10, 2.94, -1.76], [-0.34, 2.30, -0.73], [-1.40, 2.86, -0.01], [-1.93, 2.33, 1.02], [-1.52, 1.03, 1.33], [-0.98, 0.92, 2.47], [-0.66, -0.43, 3.03], [-0.48, -0.56, 4.40], [-0.21, -1.81, 4.93], [-0.12, -2.89, 4.06], [-0.29, -2.66, 2.71], [-0.55, -1.46, 2.19], [-1.93, 4.18, -0.45], [-2.96, 4.83, 0.22], [-3.44, 6.05, -0.22], [-2.88, 6.64, -1.36], [-1.86, 6.01, -2.04], [-1.39, 4.79, -1.58], [0.08, 4.52, -3.05], [0.93, 2.52, -2.33], [-0.76, 1.78, 3.10], [-0.54, 0.32, 5.04], [-0.05, -1.93, 5.99], [0.11, -3.88, 4.42], [-0.19, -3.47, 1.99], [-3.38, 4.35, 1.10], [-4.24, 6.55, 0.31], [-3.26, 7.59, -1.71], [-1.43, 6.46, -2.93], [2.99, -1.71, 1.34], [3.84, -0.44, 2.47], [5.10, -1.72, 2.99], [2.62, -0.95, 3.81], [4.60, 0.90, 3.54], [2.50, 0.78, 1.88], [4.84, 0.08, 0.96], [4.45, -1.06, -3.48], [3.77, -0.16, -2.81], [3.18, 0.87, -3.36], [-1.51, -3.10, -4.40], [-0.76, -1.80, -3.54], [-0.05, -2.10, -2.51], [-0.04, -3.49, -2.34], [0.64, -4.17, -1.33], [0.57, -5.54, -1.29], [-0.18, -6.25, -2.24], [-0.86, -5.60, -3.24], [-0.78, -4.20, -3.28], [-0.92, -0.78, -3.86], [1.21, -3.62, -0.59], [1.09, -6.08, -0.51], [-0.22, -7.33, -2.18], [-1.44, -6.15, -3.97]], "mulliken_spin": [0.0505, 0.0004, -0.0026, 0.0009, -0.0008, 0.0000, 0.0007, 0.0003, -0.0038, 0.0006, -0.0003, -0.0001, -0.0004, -0.0005, 0.0001, -0.0002, 0.0000, 0.0000, 0.0000, -0.0002, 0.0001, 0.0009, -0.0001, 0.0001, 0.0000, 0.0001, 0.0002, 0.0000, 0.0000, 0.0000, 0.0000, 0.0077, -0.0118, -0.0003, 0.0000, -0.0001, 0.0039, 0.0031, 0.0235, 0.8826, 0.0371, -0.0003, 0.0086, 0.0009, -0.0032, -0.0089, 0.0005, 0.0004, -0.0003, 0.0041, 0.0004, 0.0063, 0.0000, 0.0000, -0.0001], "e_above_lowest_kcal_mol": 17.6, "energy_ha": -2620.9623, "homo_ev": [-8.4, -8.4], "lumo_energy_ev": [-0.16, -1.24], "multiplicity": 2, "gap_ha": [0.305, 0.265]}

(4)
{"formula": "C3H9NS2", "method": "ωB97M-V/def2-TZVPD", "elements": ["S", "S", "C", "C", "N", "C", "H", "H", "H", "H", "H", "H", "H", "H", "H"], "xyz": [[-1.79, -1.97, 2.23], [-2.01, -1.13, 0.40], [-0.94, 0.32, 0.38], [0.59, -0.08, 0.58], [1.47, 0.08, -0.60], [1.14, 0.79, -1.81], [-2.95, -1.48, 2.75], [-1.21, 0.94, 1.22], [-0.91, 0.87, -0.55], [1.01, 0.64, 1.30], [0.75, -1.03, 1.12], [1.80, -0.88, -0.64], [0.72, 1.78, -1.60], [2.02, 0.87, -2.43], [0.32, 0.28, -2.35]], "nbo_charge": [-0.1368, 0.0958, -0.5854, -0.2206, -0.6536, -0.4129, 0.1335, 0.2223, 0.2405, 0.1785, 0.2028, 0.3664, 0.1909, 0.2145, 0.1643], "smiles": "CNCCSS", "e_above_lowest_kcal_mol": 29.1, "energy_ha": -970.7854, "homo_ev": -8.3, "lumo_energy_ev": 0.61, "gap_ha": 0.328}

(5)
{"formula": "C5H12NO", "method": "ωB97M-V/def2-TZVPD", "elements": ["C", "O", "C", "C", "C", "C", "N", "H", "H", "H", "H", "H", "H", "H", "H", "H", "H", "H", "H"], "xyz": [[-0.03, -0.83, 1.64], [-0.81, -1.66, 0.77], [1.05, -0.09, 0.90], [0.74, 1.17, 0.10], [-0.69, 1.26, -0.44], [-0.64, -0.35, -2.26], [-1.10, 0.02, -1.12], [0.38, -1.48, 2.42], [-0.63, -0.14, 2.23], [-0.25, -2.34, 0.36], [1.94, 0.11, 1.51], [1.54, -0.83, 0.24], [1.46, 1.30, -0.71], [1.00, 2.08, 0.65], [-0.84, 2.14, -1.05], [-1.35, 1.43, 0.42], [-0.73, -1.38, -2.56], [0.09, 0.33, -2.71], [-1.12, -0.76, -0.40]], "nbo_charge": [-0.0982, -0.7001, -0.4654, -0.4236, -0.2627, 0.1230, -0.4085, 0.2164, 0.2090, 0.4948, 0.2618, 0.2033, 0.2233, 0.2516, 0.2461, 0.2350, 0.2243, 0.2148, 0.4551], "smiles": "C=[NH+]CCCCO", "e_above_lowest_kcal_mol": 34.2, "energy_ha": -327.4052, "total_charge": 1, "homo_ev": -15.5, "lumo_energy_ev": -5.04, "gap_ha": 0.385}

(6)
{"formula": "C5H16N2O2", "method": "ωB97M-V/def2-TZVPD", "elements": ["C", "N", "C", "C", "C", "O", "C", "N", "H", "H", "H", "H", "H", "H", "H", "H", "H", "H", "H", "H", "H", "H", "H", "H", "O"], "xyz": [[-1.01, 1.98, 1.68], [-0.23, 0.75, 1.69], [-0.11, -0.16, 0.58], [1.34, -0.75, 0.56], [2.14, -0.14, -0.60], [2.23, 1.30, -0.49], [-1.16, -1.31, 0.58], [-1.03, -2.04, -0.70], [-1.65, 2.07, 0.80], [-0.30, 2.82, 1.64], [-1.57, 2.08, 2.60], [0.00, 0.43, 2.61], [-0.28, 0.48, -0.30], [1.42, -1.85, 0.52], [1.71, -0.51, 1.56], [3.20, -0.34, -0.69], [1.57, -0.34, -1.51], [1.46, 1.82, -0.26], [-0.88, -2.06, 1.33], [-2.13, -0.87, 0.78], [-1.79, -1.92, -1.36], [-0.17, -1.79, -1.17], [-0.99, 0.09, -2.48], [-1.21, 0.24, -4.00], [-0.57, 0.00, -3.34]], "nbo_charge": [-0.4048, -0.6744, -0.0343, -0.4515, -0.0545, -0.7498, -0.2328, -0.8590, 0.1897, 0.1747, 0.1984, 0.3723, 0.1675, 0.2152, 0.2181, 0.1989, 0.1629, 0.4708, 0.1847, 0.1920, 0.3605, 0.3563, 0.4679, 0.4736, -0.9427], "smiles": "CN[C@H](CN)CCO.O", "e_above_lowest_kcal_mol": 48.4, "energy_ha": -460.0393, "homo_ev": -8.2, "lumo_energy_ev": 0.60, "gap_ha": 0.325}